*a*
A 12-piece molecular cluster, H24O12 overall. Source: OMol25; level of theory: ωB97M-V/def2-TZVPD.

Structure (ORCA input):
```
! wB97M-V def2-TZVPD RIJCOSX def2/J DEFGRID3
* xyz 0 1
O 0.2985 0.0734 -0.3049
H -0.0974 -0.5426 0.3219
H 1.1839 -0.2779 -0.4516
O -2.0977 3.1585 -2.1808
H -1.6439 2.6900 -1.4711
H -2.8726 2.6150 -2.3627
O 1.5595 2.3699 3.2783
H 2.4089 1.9949 3.5369
H 1.7017 2.6712 2.3739
O -0.5253 1.4854 3.0268
H -0.6395 1.1370 3.9182
H -1.2407 2.1242 2.9313
O 0.8718 -0.3740 -4.7786
H 0.1217 -0.6267 -4.2286
H 0.5308 -0.4267 -5.6786
O 1.2301 -2.0652 -1.3898
H 1.4257 -2.4909 -0.5475
H 0.2917 -1.8526 -1.3328
O -3.3239 -1.3754 2.0640
H -3.1453 -2.2883 1.8115
H -4.0431 -1.1073 1.4810
O 1.9571 -1.2424 2.4983
H 2.0998 -1.3463 1.5507
H 1.3086 -1.9221 2.7137
O -3.9390 0.9525 0.2974
H -4.7960 1.3639 0.1380
H -3.3119 1.6807 0.2232
O 2.5016 3.3144 0.7630
H 1.5713 3.2813 0.5132
H 2.9551 3.5550 -0.0528
O 2.3935 -3.9579 0.7745
H 1.5666 -4.2599 0.3819
H 2.1979 -3.8985 1.7164
O -0.5629 -2.0527 -3.8912
H 0.3761 -2.2658 -3.9333
H -0.8555 -2.1001 -4.8083
*
```

Output
SMILES: O.O.O.O.O.O.O.O.O.O.O.O

*b*
A 12-piece molecular cluster, H24O12 overall. Source: OMol25; level of theory: ωB97M-V/def2-TZVPD.

Structure (ORCA input):
```
! wB97M-V def2-TZVPD RIJCOSX def2/J DEFGRID3
* xyz 0 1
O -0.7721 0.4517 -0.1042
H 0.1726 0.6239 -0.1868
H -0.9691 0.6606 0.8159
O 3.1635 -0.7513 -3.6911
H 2.9449 -1.1796 -2.8557
H 3.7682 -1.3676 -4.1194
O -2.3931 0.8287 -1.1050
H -2.2650 0.9183 -2.0561
H -2.3862 1.7364 -0.7809
O -3.3883 0.2687 1.6855
H -3.8971 1.0787 1.5670
H -3.3847 0.1314 2.6395
O -0.8399 -1.7208 -0.4020
H -0.8525 -2.1619 -1.2589
H 0.0774 -1.4455 -0.2935
O -3.5870 -3.4525 -2.0998
H -2.7618 -2.9976 -1.8970
H -3.3075 -4.3308 -2.3818
O 2.0564 -2.8127 -1.3454
H 2.5416 -2.9225 -2.1709
H 2.0715 -1.8617 -1.1893
O 0.5111 2.7235 -1.0299
H -0.1932 3.3716 -1.1431
H 0.5290 2.5601 -0.0802
O 0.0392 2.4060 2.2347
H -0.8380 2.3372 2.6281
H 0.6167 1.9704 2.8717
O 3.0164 3.4705 0.8302
H 2.7742 3.7695 -0.0535
H 2.2173 3.0453 1.1611
O -0.8486 -2.6664 1.3585
H -1.7878 -2.5782 1.5562
H -0.7839 -3.5118 0.9000
O 3.2076 0.9244 3.1650
H 3.2909 1.6381 3.8074
H 2.2574 0.8455 3.0239
*
```

Output
SMILES: O.O.O.O.O.O.O.O.O.O.O.O

*c*
A 12-piece molecular cluster, H24O12 overall. Source: OMol25; level of theory: ωB97M-V/def2-TZVPD.

Structure (ORCA input):
```
! wB97M-V def2-TZVPD RIJCOSX def2/J DEFGRID3
* xyz 0 1
O 0.0702 -1.2244 -0.1766
H 0.9714 -0.8970 -0.2747
H -0.3917 -0.5085 0.2741
O -0.5782 -2.7696 2.7142
H -1.3121 -2.9695 2.1222
H 0.1342 -2.5023 2.1226
O 1.2497 2.5867 3.0328
H 0.4813 3.0636 2.6997
H 1.1371 1.6925 2.6909
O 5.2009 -1.0147 -2.3732
H 4.5430 -0.6101 -2.9498
H 5.8320 -1.4148 -2.9820
O 0.8842 0.6811 -2.0082
H 0.0861 1.1940 -2.1784
H 1.3775 0.7339 -2.8345
O -2.2688 2.4935 -1.1412
H -1.3201 2.4574 -1.3074
H -2.4191 1.8002 -0.4887
O -4.3449 0.2040 -0.9647
H -4.1822 1.1100 -1.2506
H -4.2947 -0.3111 -1.7777
O 1.3677 -2.9437 0.9689
H 0.7208 -3.5537 0.5968
H 1.6630 -3.3791 1.7766
O 3.6418 -0.5570 0.5152
H 3.9225 -1.2858 1.0800
H 3.0461 -0.0440 1.0728
O -4.2809 -3.2528 -1.0205
H -3.3737 -3.5776 -0.9998
H -4.7946 -3.9663 -0.6254
O -1.0826 2.5806 1.5001
H -0.5318 1.8538 1.1882
H -1.8289 2.1435 1.9257
O 0.3552 3.8865 -0.6382
H -0.3083 3.5655 -0.0171
H 0.6281 4.7352 -0.2719
*
```

Output
SMILES: O.O.O.O.O.O.O.O.O.O.O.O

In terms of stability, *c* leads; the second structure lies 68.1 kJ/mol higher.